Computed, not measured: a 10-piece molecular cluster, C17H54N6O17 overall at a distorted geometry, with ωB97M-V/def2-TZVPD.

Geometry as XYZ:
```
94
Properties=species:S:1:pos:R:3:forces:R:3:lowdin_charge:R:1
N 0.36858 0.30930 -3.21887 -0.3 -0.7 0.5 0.1683
C 0.36848 0.20287 -4.56998 -0.7 0.9 0.8 -0.6494
N 0.45850 1.44900 -5.13884 0.1 -1.1 -0.3 0.1617
O 0.22658 -0.85247 -5.17356 0.4 -0.1 -0.1 0.0250
H 0.25280 1.17914 -2.73149 0.3 0.1 -0.3 0.0718
H 0.41688 -0.49981 -2.62397 0.1 -0.1 -0.1 0.0600
H 0.46039 1.46137 -6.14094 -0.2 0.6 0.0 0.1034
H 0.42296 2.21958 -4.49411 0.2 0.3 -0.6 0.0614
N 2.49583 -3.15329 -1.42315 1.2 0.4 -0.7 0.1443
C 2.72759 -4.23810 -0.60853 -1.5 -0.2 -0.6 -0.6747
N 1.58982 -4.47927 0.11954 0.3 0.2 0.4 0.1677
O 3.70569 -4.95171 -0.68641 0.2 0.2 0.3 0.0337
H 1.75561 -2.47946 -1.33836 -0.2 -0.1 0.2 0.0481
H 3.19985 -2.94956 -2.11008 0.1 0.1 0.1 0.1024
H 0.94414 -3.70885 0.13526 -0.3 -0.3 0.2 0.0758
H 1.51052 -5.18759 0.82786 0.1 -0.1 0.0 0.0825
N 4.59422 1.02243 -2.32328 -0.9 0.1 -0.9 0.1705
C 3.84422 0.50534 -1.30774 1.2 0.5 0.9 -0.6344
N 4.47727 0.42891 -0.09083 -0.5 -0.2 -0.4 0.1722
O 2.66422 0.21525 -1.43805 -0.1 0.2 0.1 0.0135
H 5.57156 1.23919 -2.35950 0.0 -0.1 0.6 0.1006
H 4.02068 1.44643 -3.03588 0.1 -0.3 -0.2 0.1031
H 3.91615 0.04595 0.64925 0.3 -0.2 0.1 0.1014
H 5.47124 0.50596 0.01333 0.0 0.0 0.0 0.0998
O 0.96244 1.00608 0.63005 -0.1 -0.1 -0.1 -0.0887
C 0.48676 -0.30506 0.91956 0.1 0.5 0.7 -0.2247
C -0.73831 -0.72916 0.16878 -1.4 -1.4 -1.5 -0.1986
O -0.43851 -1.41514 -1.06616 1.5 0.1 -0.1 -0.1198
H 1.63754 0.91174 -0.06110 -0.1 -0.2 -0.2 0.0266
H 1.31242 -1.01637 0.83130 -0.2 -0.2 -0.2 0.1186
H 0.19597 -0.29378 1.97416 0.0 0.0 0.0 0.1071
H -1.44465 0.07780 -0.04178 0.3 0.4 0.2 0.1266
H -1.31959 -1.51222 0.67247 0.2 0.4 0.9 0.1055
H -1.10366 -1.41153 -1.76700 -0.5 0.0 0.4 0.0717
O -3.99680 -1.42540 3.45079 -0.3 -0.1 -0.1 -0.0687
C -4.03035 -0.48984 2.37879 0.0 -0.5 -0.4 -0.2389
C -4.44239 0.88649 2.82205 0.1 1.1 -0.6 -0.2447
O -5.84834 1.11986 2.79928 0.0 -0.3 0.5 -0.0559
H -3.46893 -1.04206 4.15887 0.1 0.0 0.0 0.0812
H -3.07673 -0.52305 1.83898 0.2 0.5 0.3 0.0905
H -4.74598 -0.83664 1.62869 -0.2 -0.2 0.3 0.1274
H -4.08327 1.64678 2.11979 0.4 -0.3 0.0 0.1147
H -3.97718 1.12469 3.78398 -0.2 0.0 0.1 0.1075
H -6.21917 0.92632 3.66476 0.0 -0.1 0.0 0.0855
O 3.36564 4.89210 -2.38786 -0.2 -0.3 0.3 -0.0641
C 2.50823 4.72000 -3.50628 0.5 0.8 -0.4 -0.2557
C 1.08800 4.43810 -3.07118 1.2 0.4 0.0 -0.2273
O 0.95996 3.11339 -2.59126 -0.5 -0.1 -0.3 -0.0857
H 4.23514 5.17193 -2.68349 0.0 0.0 -0.1 0.0843
H 2.49228 5.64269 -4.10690 -0.1 0.0 0.1 0.1219
H 2.88880 3.94953 -4.18655 -0.2 -0.3 0.2 0.1181
H 0.52626 4.63813 -3.98752 -0.6 -0.6 0.3 0.1255
H 0.79291 5.17220 -2.31875 -0.1 0.0 0.0 0.1225
H 1.05214 3.07626 -1.63457 0.1 0.1 0.0 0.0789
O -0.25305 -6.00069 -2.50336 -0.2 -0.2 0.1 -0.0457
C -1.18492 -4.95784 -2.55112 -1.4 1.0 -0.6 -0.2676
C -0.55283 -3.78892 -3.30352 -0.3 -0.5 0.8 -0.2545
O -1.44894 -2.72094 -3.53787 0.1 0.2 0.4 -0.0679
H 0.59950 -5.61553 -2.73042 0.2 -0.2 0.2 0.0761
H -2.12285 -5.21952 -3.06237 0.4 -0.6 -0.3 0.1213
H -1.59390 -4.64057 -1.58093 0.7 0.0 0.3 0.0985
H -0.19324 -4.22233 -4.24142 0.3 0.3 0.0 0.1351
H 0.24991 -3.48210 -2.62624 0.4 0.2 -0.5 0.0885
H -0.91061 -2.02010 -3.94418 -0.1 0.0 -0.5 0.0421
O -2.29369 5.61823 0.31673 -0.1 -0.1 0.1 -0.0665
C -1.72930 4.56167 1.10141 0.2 1.0 -0.5 -0.2218
C -0.32037 4.26351 0.64550 0.4 -0.5 0.3 -0.2419
O 0.61115 5.19846 1.18912 -0.3 0.4 0.4 -0.0637
H -1.73459 6.39499 0.41835 0.0 0.0 0.1 0.0821
H -1.73395 4.84036 2.15901 0.0 -0.2 0.1 0.1217
H -2.36495 3.69729 0.92737 0.0 -0.1 0.1 0.1161
H -0.28135 4.35192 -0.44392 -0.2 -0.4 -0.1 0.1004
H -0.06718 3.25425 0.99175 0.1 0.0 -0.3 0.0949
H 1.47782 5.08600 0.79115 0.0 -0.1 -0.1 0.0817
O 0.25671 4.09311 4.52525 -0.4 0.2 0.6 -0.0689
C 0.58897 2.82701 5.08121 0.6 -0.5 -0.5 -0.2319
C -0.15168 1.75053 4.30229 -0.3 1.5 -1.2 -0.2410
O -1.51643 1.71618 4.67533 -0.5 -1.4 0.6 -0.0737
H 0.97660 4.43444 3.99110 0.0 -0.1 -0.1 0.0787
H 1.67189 2.67905 5.02971 0.0 -0.1 0.0 0.1197
H 0.29636 2.76316 6.13002 -0.1 0.3 0.0 0.1206
H 0.31718 0.76866 4.27307 -0.4 -0.2 0.8 0.1162
H -0.15130 2.07477 3.25035 0.4 0.0 0.0 0.1026
H -1.93483 2.58037 4.68841 0.5 0.3 -0.2 0.0863
O -1.89822 -4.91909 4.08031 0.2 0.2 -0.2 -0.0628
C -1.54501 -4.41282 2.79452 -0.6 0.6 -0.3 -0.2476
C -1.57540 -5.49111 1.72529 0.0 -0.3 0.3 -0.2271
O -0.34103 -6.18666 1.62135 0.2 0.0 -0.2 -0.0730
H -2.84749 -4.79209 4.15724 0.0 -0.1 0.2 0.0832
H -2.23405 -3.60561 2.50542 -0.2 -0.2 0.1 0.1043
H -0.57927 -3.90728 2.84954 0.2 -0.4 0.1 0.1157
H -1.82193 -5.09514 0.73906 0.3 0.2 0.0 0.1021
H -2.38127 -6.18951 1.97377 0.0 0.0 0.0 0.1241
H -0.31687 -6.93057 2.22809 -0.1 0.1 0.1 0.0940
```
Forces are in eV/Å.

Kohn-Sham gap: 9.28 eV
net charge: 0
2S+1: 1
energy relative to the best compared isomer or geometry (same formula, charge and spin): 121.1 kJ/mol
structure (SMILES): NC(N)=O.NC(N)=O.NC(N)=O.OCCO.OCCO.OCCO.OCCO.OCCO.OCCO.OCCO